1.
C6H12 | ωB97M-V/def2-TZVPD

Values from the calculation:
HOMO-LUMO gap: 11.379 eV
Electronic energy: -235.78796 hartree
Energy above the lowest of the compared OMol25 structures with the same formula, charge and spin: 0.824 eV
SMILES: CC1(C)CCC1

The geometry in ORCA input format:
```
! RIJCOSX wB97M-V def2-TZVPD def2/J DEFGRID3
* xyz 0 1
C 1.84 -0.16 0.12
C -1.18 1.16 -0.62
C 0.78 -0.49 -0.96
C -0.34 0.04 -0.03
C -1.23 -1.07 0.52
C 0.74 0.51 0.98
H 2.64 0.51 -0.21
H -1.85 1.60 0.14
H 0.70 -1.55 -1.23
H -1.86 -1.50 -0.27
H -0.55 1.97 -1.01
H 0.83 1.60 1.05
H -0.64 -1.88 0.95
H 0.63 0.11 2.00
H 2.29 -1.04 0.58
H -1.90 -0.69 1.31
H -1.81 0.80 -1.45
H 0.89 0.09 -1.88
*
```

2.
C6H12 | ωB97M-V/def2-TZVPD

Values from the calculation:
HOMO-LUMO gap: 10.765 eV
Electronic energy: -235.77769 hartree
Energy above the lowest of the compared OMol25 structures with the same formula, charge and spin: 1.103 eV
SMILES: C[C@H]1[C@@H](C)[C@H]1C

The geometry in ORCA input format:
```
! RIJCOSX wB97M-V def2-TZVPD def2/J DEFGRID3
* xyz 0 1
C 1.08 -0.17 -0.37
C -0.13 -1.05 -0.56
C -1.03 1.42 -0.39
C -0.13 0.39 -1.05
C -1.03 -1.53 0.56
C 1.62 0.50 0.87
H -0.62 -2.45 1.01
H 1.89 -0.44 -1.05
H -0.62 2.43 -0.52
H -2.03 -1.78 0.18
H 2.40 -0.09 1.37
H -1.17 1.26 0.68
H 0.02 0.58 -2.11
H 2.07 1.44 0.54
H 0.00 -1.81 -1.33
H -2.02 1.40 -0.85
H 0.85 0.75 1.61
H -1.16 -0.81 1.37
*
```